(1)
A cluster of 2 separate species, C2H6NO3 in total. Source: OMol25; level of theory: wB97M-V/def2-TZVPD.

Positions of all 12 atoms, in Å:
O 0.48 -0.91 -0.12
C -0.08 0.36 -0.51
N -1.52 0.34 -0.24
C -1.66 0.44 1.23
O -0.79 0.97 2.07
H 0.22 0.42 -1.61
H 0.46 1.18 -0.10
H -2.75 0.46 1.43
H -1.49 -0.66 0.74
H 1.45 -0.90 -0.65
H 3.05 -1.17 -0.83
O 2.64 -0.53 -1.42

For the orbital gap, the calculation gives 6.70 eV. The total charge is -1.

These are the Löwdin partial charges, in e, on atoms 1 to 2: -0.197 -0.362

***

(2)
A structure of composition C2H6NO3P. Source: OMol25; level of theory: wB97M-V/def2-TZVPD.

Positions of all 13 atoms, in Å:
C -1.31 0.25 0.14
C -3.31 0.39 1.22
N -2.10 0.85 1.18
O -5.98 -1.02 0.71
O -4.35 -1.09 -1.29
O -5.32 1.17 -0.52
P -5.16 -0.29 -0.27
H -1.66 0.62 -0.87
H -0.31 0.54 0.31
H -1.43 -0.93 0.13
H -3.79 -0.24 0.51
H -4.07 0.68 1.94
H 8.94 0.04 -5.33

For the orbital gap, the calculation gives 3.49 eV. The total charge is -2.

These are the Löwdin partial charges, in e, on atoms 1 to 2: -0.172 -0.093

***

(3)
An isolated molecule of C2H6NO3P. Source: OMol25; level of theory: wB97M-V/def2-TZVPD.

Positions of all 13 atoms, in Å:
C 0.41 -1.17 -1.60
C -0.15 0.94 1.84
N 0.71 -0.20 -0.58
O -1.03 1.43 -0.92
O 1.79 0.29 -0.44
O -1.79 -0.69 0.33
P -0.86 0.42 0.17
H 0.80 -2.22 -1.38
H 0.82 -0.72 -2.49
H -0.70 -1.34 -1.48
H -0.81 1.55 2.39
H 0.02 0.06 2.38
H 0.78 1.65 1.80

For the orbital gap, the calculation gives 8.40 eV.

These are the Löwdin partial charges, in e, on atoms 1 to 2: -0.016 -0.138

***

(4)
A cluster of 2 separate species, C2H6NOS in total. Source: OMol25; level of theory: wB97M-V/def2-TZVPD.

Positions of all 11 atoms, in Å:
C 1.52 -0.12 0.74
C -1.65 0.73 -0.68
N -1.03 -0.48 -0.38
O -1.42 -1.14 0.74
S 2.64 0.39 -0.38
H 1.80 -0.59 1.63
H -1.86 0.50 -1.76
H -0.70 1.36 -0.95
H -2.32 1.26 -0.10
H -0.74 -1.91 0.86
H 3.75 0.01 0.29

For the orbital gap (alpha / beta), the calculation gives 6.40 / 6.47 eV. The total charge is +1.

These are the Löwdin partial charges, in e, on atoms 1 to 2: -0.395 -0.030

***

(5)
A cluster of 2 separate species, C2H6NP in total. Source: OMol25; level of theory: wB97M-V/def2-TZVPD.

Positions of all 10 atoms, in Å:
C 1.72 -0.66 0.41
C -0.74 1.41 -0.58
N -1.69 0.71 -0.29
P -2.70 -0.53 0.10
H 2.24 -0.85 1.32
H 0.67 -0.47 0.60
H 1.72 -1.59 -0.15
H -0.09 2.17 -0.49
H 2.35 0.20 0.02
H -3.48 -0.41 -0.92

For the orbital gap, the calculation gives 7.79 eV.

These are the Löwdin partial charges, in e, on atoms 1 to 2: -0.056 0.066

***

(6)
A cluster of 2 separate species, C2H6NP in total. Source: OMol25; level of theory: wB97M-V/def2-TZVPD.

Positions of all 10 atoms, in Å:
C 0.73 -1.21 0.37
C 0.16 -0.08 1.10
N -0.53 -0.48 -0.01
P -0.35 1.28 -1.78
H 1.50 -0.99 -0.34
H 0.72 -2.28 0.55
H -0.22 -0.45 2.15
H 0.54 0.86 1.17
H -0.83 2.52 -1.08
H -1.72 0.82 -2.13

The spin multiplicity is 3. For the orbital gap (alpha / beta), the calculation gives 8.34 / 8.28 eV.

These are the Löwdin partial charges, in e, on atoms 1 to 2: -0.174 -0.308

***

(7)
A structure of composition C2H6NaO. Source: OMol25; level of theory: wB97M-V/def2-TZVPD.

Positions of all 10 atoms, in Å:
O 0.88 1.02 1.56
C 2.27 0.36 3.37
C 0.84 0.54 2.90
H -0.04 1.14 1.25
H 2.81 1.32 3.32
H 2.79 -0.37 2.72
H 2.29 -0.01 4.41
H 0.31 1.26 3.55
H 0.29 -0.42 2.95
Na 2.44 1.25 0.86

For the orbital gap, the calculation gives 11.71 eV. The total charge is +1.

These are the Löwdin partial charges, in e, on atoms 1 to 2: -0.187 -0.065

***

(8)
A structure of composition C2H6NdO2. Source: OMol25; level of theory: wB97M-V/def2-TZVPD.

Positions of all 11 atoms, in Å:
C -1.57 0.37 0.12
C -0.28 -0.07 -0.53
O 0.79 0.31 0.36
H -2.36 0.32 -0.63
H -1.84 -0.29 0.96
H -1.49 1.40 0.48
H -0.10 0.44 -1.48
H -0.24 -1.16 -0.68
H 1.19 -0.69 1.38
Nd 4.16 0.13 -0.38
O 1.74 -0.74 0.41

The spin multiplicity is 5. For the orbital gap (alpha / beta), the calculation gives 8.11 / 8.25 eV. The total charge is +2.

These are the Löwdin partial charges, in e, on atoms 1 to 2: -0.046 -0.222

***

(9)
A cluster of 2 separate species, C2H6O in total. Source: OMol25; level of theory: wB97M-V/def2-TZVPD.

Positions of all 9 atoms, in Å:
C 1.82 -0.09 0.66
C 1.11 0.12 -0.45
H 1.64 0.64 1.42
H 2.08 -1.16 0.67
H 0.49 1.01 -0.49
H 0.75 -0.82 -0.96
O -2.31 0.00 -0.30
H -1.49 -0.41 0.06
H -2.60 0.55 0.47

Its SMILES is C=C.O. For the orbital gap, the calculation gives 11.26 eV.

These are the Löwdin partial charges, in e, on atoms 1 to 2: -0.082 -0.118

***

(10)
A cluster of 2 separate species, C2H6O in total. Source: OMol25; level of theory: wB97M-V/def2-TZVPD.

Positions of all 9 atoms, in Å:
C -0.89 -0.37 0.17
C 0.01 0.77 0.15
O 1.92 -0.15 -0.97
H -0.85 -1.09 -0.76
H -0.86 -1.00 1.00
H -1.98 0.10 0.32
H 0.81 0.92 0.86
H -0.46 1.54 -0.44
H 2.29 -0.72 -0.33

For the orbital gap (alpha / beta), the calculation gives 10.08 / 8.01 eV.

These are the Löwdin partial charges, in e, on atoms 1 to 2: -0.187 0.024

***

For each record above, in turn, the calculated energy relative to the best compared isomer or geometry (same formula, charge and spin) values are 140.8, 50.0, 74.6, 141.7, 48.5, 30.9, 0.0, 121.1, 34.1, 92.9 kcal/mol.